[1]
126
Properties=species:S:1:pos:R:3:forces:R:3 method="wB97M-V/def2-TZVPD" energy_ha=-11919.09185 e_lumo_ev=-1.85 max_force_ev_per_a=2.84 e_homo_ev=-9.53 total_charge=0 smiles="CC[C@H](Cl)C1=C(CCCCN(C)C(C)=O)C(=O)C(S)=C(OC#N)C1=O.ClCCCl.ClCCCl.ClCCCl.ClCCCl.ClCCCl.ClCCCl.ClCCCl.ClCCCl.ClCCCl.ClCCCl"
C -1.073646 3.777018 0.824872 -0.0130 -0.0057 0.0143
C -1.351250 2.590078 1.745795 -0.2115 0.2391 0.1045
C -0.145305 1.900719 2.435799 -0.2210 -0.2440 0.0171
Cl 1.353359 2.878654 2.453503 0.0560 0.0403 -0.0012
C 0.120947 0.502835 1.901238 -0.0444 -0.0803 0.2403
C -0.626056 -0.558761 2.261162 0.0621 0.1480 -0.1009
C -1.807973 -0.459298 3.203756 0.0599 0.0999 0.2147
C -3.136249 -1.148967 2.854843 -0.1198 -0.0806 -0.0328
C -3.931108 -0.453108 1.748803 -0.2621 -0.1341 -0.1188
C -3.248828 -0.493362 0.379818 -0.2922 -0.3818 0.1224
N -3.962160 0.252914 -0.670686 0.0583 0.3108 -0.2589
C -3.561231 -0.203704 -2.007900 0.1591 -0.0066 -0.0349
C -3.796628 1.661610 -0.511353 -0.1900 -0.8330 0.3234
C -4.752147 2.368532 0.400695 -0.1224 0.4977 -0.0133
O -2.929315 2.252859 -1.102377 0.0193 0.1778 -0.4231
C -0.250661 -1.893371 1.665386 0.2224 0.4609 0.0361
O -1.047386 -2.731175 1.349633 -0.3306 -0.3575 0.1353
C 1.220452 -2.122956 1.399174 0.3083 0.4746 0.1790
S 1.898771 -3.740049 1.495982 0.0768 -0.4834 -0.4388
C 1.888767 -1.046137 0.999605 0.0518 -0.2435 0.1655
O 3.221496 -1.078872 0.565143 0.0126 -0.0423 0.2348
C 4.090343 -0.637576 1.435174 -1.9547 -0.8971 -1.8601
N 4.890026 -0.276117 2.149930 1.7211 0.8178 1.5141
C 1.199752 0.281587 0.892062 -0.3705 -0.2667 0.3028
O 1.475205 1.044602 0.012734 0.2769 0.4904 -0.3111
H -0.586204 4.604090 1.352555 -0.0297 -0.2283 -0.1022
H -2.036469 4.146770 0.449475 0.2773 -0.0932 0.0277
H -0.456218 3.488239 -0.034166 -0.1127 0.0843 0.2276
H -2.032277 2.923284 2.542671 0.1197 -0.0535 -0.1536
H -1.893568 1.829623 1.166444 0.2341 0.1662 0.2519
H -0.358553 1.783490 3.503563 -0.0043 0.0097 -0.3129
H -1.479435 -0.843086 4.184105 0.0201 0.0536 -0.2318
H -2.030510 0.605414 3.348972 0.0276 -0.2647 0.0692
H -2.998930 -2.203808 2.604145 0.1047 0.1532 0.0523
H -3.733817 -1.123558 3.776826 0.0668 -0.0019 -0.2306
H -4.891607 -0.974756 1.622198 0.1448 0.2088 0.1140
H -4.177750 0.568037 2.060642 0.1716 -0.1098 -0.0424
H -2.196997 -0.159904 0.414979 -0.2106 -0.0538 -0.0060
H -3.232981 -1.542931 0.060802 0.0750 0.1901 0.0339
H -3.636584 0.618692 -2.723429 -0.0640 -0.1620 0.1115
H -4.231711 -1.011313 -2.320352 0.1559 0.0365 0.0893
H -2.524494 -0.569083 -2.040506 -0.1315 0.0892 0.0048
H -5.017083 3.308638 -0.102769 0.0492 -0.1509 0.1846
H -4.261506 2.639973 1.342950 -0.0715 -0.0217 -0.1323
H -5.661523 1.809447 0.602215 0.1861 -0.0863 -0.0131
H 2.221041 -3.729921 2.793093 -0.0716 0.2152 0.1700
Cl -10.646201 -0.636448 -1.281597 0.0450 -0.0477 0.0295
C -9.280991 0.168135 -2.100701 -0.0358 0.0727 -0.0429
C -7.953658 -0.422623 -1.702093 0.0774 0.0131 -0.0743
Cl -7.553966 -0.081541 -0.000271 -0.0806 -0.0564 0.0809
H -9.334144 1.225615 -1.854434 -0.0075 -0.0036 0.0225
H -9.431367 0.042834 -3.171502 0.0026 -0.0221 0.0046
H -7.164425 0.018284 -2.310829 -0.0065 0.0034 0.0290
H -7.944081 -1.501607 -1.832046 -0.0127 -0.0051 0.0223
Cl -0.729837 5.713498 -2.022107 0.0260 0.0988 -0.0789
C -1.584317 4.278024 -2.656069 -0.0433 0.1021 0.0113
C -2.220206 4.538558 -3.995242 0.1007 -0.0223 -0.0273
Cl -3.589406 5.678138 -3.880763 -0.0341 0.0125 0.0032
H -2.322889 3.975111 -1.920305 0.1838 0.1539 -0.1322
H -0.843614 3.485909 -2.754234 -0.0044 -0.0088 0.0066
H -2.616326 3.604588 -4.389821 -0.0142 -0.0036 0.0047
H -1.507481 4.954398 -4.702559 -0.0245 0.0294 -0.0181
Cl 8.601301 3.256715 0.401418 0.0085 0.0059 -0.0029
C 7.014448 2.815520 -0.284552 -0.0265 0.0218 -0.0004
C 6.881840 1.327603 -0.471557 -0.0460 -0.0536 0.0964
Cl 7.973607 0.713496 -1.746046 0.0262 -0.0581 -0.0118
H 6.903984 3.346509 -1.226302 0.0207 0.0011 0.0003
H 6.253809 3.158353 0.414437 0.0159 -0.0074 0.0173
H 5.865843 1.083605 -0.776865 0.0015 0.0328 -0.0359
H 7.109783 0.793980 0.447343 0.0096 -0.0087 -0.0079
Cl -15.041991 -0.166248 -3.463647 -0.1060 -0.0474 -0.1101
C -14.092286 -1.176714 -2.344723 0.1022 0.0522 0.0428
C -14.964707 -1.909689 -1.360771 0.0006 -0.0353 -0.0162
Cl -15.754797 -0.792043 -0.214498 -0.0080 0.0079 0.0100
H -13.390949 -0.517583 -1.840665 -0.0126 0.0203 -0.0065
H -13.534504 -1.890023 -2.948937 -0.0325 -0.0143 -0.0080
H -14.352568 -2.591257 -0.772749 0.0026 0.0193 0.0154
H -15.747428 -2.472610 -1.862367 -0.0210 0.0233 0.0095
Cl 2.158578 -4.675651 -2.723343 -0.0190 -0.0203 0.0063
C 3.433191 -3.749853 -1.889811 -0.0028 0.0849 0.0397
C 4.665031 -3.572138 -2.739275 0.0136 0.0316 -0.0101
Cl 5.527720 -5.109656 -2.998077 0.0038 -0.0060 -0.0070
H 3.662896 -4.264703 -0.961142 0.0069 -0.0231 -0.0163
H 3.012691 -2.771917 -1.657900 0.0206 0.0027 -0.0084
H 5.356215 -2.897813 -2.235660 0.0002 -0.0074 0.0058
H 4.416118 -3.164469 -3.715568 -0.0010 -0.0208 -0.0079
Cl -4.309109 4.601157 3.750711 0.0203 -0.0033 -0.0006
C -5.813369 5.406651 3.222545 -0.0384 0.0498 -0.0255
C -7.041836 4.629632 3.623806 0.0650 0.0118 0.0185
Cl -7.144029 3.082317 2.746045 -0.1106 -0.0450 0.0319
H -5.756636 5.522276 2.143273 0.0087 -0.0069 -0.0014
H -5.831189 6.390170 3.688149 0.0254 -0.0141 0.0222
H -7.933498 5.203509 3.378461 0.0050 -0.0114 -0.0304
H -7.040695 4.405544 4.687210 0.0120 -0.0092 -0.0026
Cl 12.225121 -1.097317 1.730338 -0.0269 0.0231 0.0441
C 11.523402 -0.208456 0.349797 -0.0226 0.0552 -0.0288
C 11.668334 -0.974219 -0.938422 -0.0801 -0.0057 -0.0398
Cl 13.372694 -1.101513 -1.457985 -0.0097 0.0130 -0.0099
H 12.018276 0.757485 0.296686 0.0259 -0.0142 0.0061
H 10.467817 -0.053559 0.565589 -0.0019 -0.0285 0.0011
H 11.128131 -0.455979 -1.728414 0.0274 0.0215 -0.0017
H 11.277854 -1.984155 -0.844786 0.0235 -0.0082 0.0090
Cl 16.171993 -4.063819 3.083808 0.0110 -0.0090 -0.0100
C 15.335011 -3.107342 1.826611 -0.0173 0.0346 0.0089
C 15.371352 -3.786120 0.485259 -0.0774 -0.0137 -0.0546
Cl 17.021339 -3.830413 -0.202523 -0.0152 -0.0395 -0.0016
H 15.801069 -2.126409 1.790945 0.0226 -0.0122 0.0155
H 14.300503 -2.997489 2.141647 0.0038 -0.0224 0.0161
H 14.747241 -3.238577 -0.218425 0.0259 0.0249 0.0231
H 15.012537 -4.810328 0.551637 0.0139 0.0010 -0.0240
Cl 16.559588 -10.175251 0.076060 0.0034 -0.0036 -0.0034
C 17.149041 -8.492562 0.003857 0.0297 0.0048 -0.0141
C 16.103001 -7.501399 0.440263 0.0175 0.0382 0.0400
Cl 14.743089 -7.407793 -0.716120 0.0198 0.0246 0.0362
H 17.470473 -8.300642 -1.016339 -0.0110 -0.0110 -0.0050
H 18.007414 -8.424951 0.669605 -0.0074 -0.0052 0.0080
H 16.551738 -6.510055 0.491743 0.0050 -0.0111 -0.0162
H 15.690153 -7.761340 1.411463 -0.0192 -0.0135 -0.0134
Cl -13.689901 5.373770 -0.648509 0.0041 0.0014 -0.0002
C -14.743317 4.393745 -1.704489 -0.0254 0.0104 -0.0317
C -14.521220 2.915526 -1.522877 -0.0747 -0.0504 0.0410
Cl -12.921304 2.397791 -2.115334 0.0916 0.0178 0.0269
H -14.551458 4.697991 -2.730039 0.0156 0.0056 0.0054
H -15.771477 4.638091 -1.443880 0.0045 -0.0008 0.0122
H -15.261044 2.357176 -2.094007 0.0113 -0.0021 -0.0096
H -14.590900 2.627492 -0.477105 0.0265 0.0043 0.0020

***

[2]
123
Properties=species:S:1:pos:R:3:forces:R:3 method="wB97M-V/def2-TZVPD" energy_ha=-4250.29291 e_lumo_ev=-2.40 max_force_ev_per_a=6.06 e_homo_ev=-8.82 total_charge=0
O 3.481606 1.969604 -2.154480 1.0373 1.3947 -0.4299
V 3.350593 0.452698 -2.455730 -1.4694 -4.8969 3.2596
O 4.656215 -0.465412 -2.051710 -2.3465 2.5354 -1.2563
C 3.215616 -0.314274 0.563492 0.8049 0.6689 0.1733
C 1.708047 -0.009541 0.524395 0.9618 -4.0815 -0.6259
C 1.436580 0.885268 1.718849 -2.1600 1.2877 -0.9521
C 0.141043 1.720891 1.481252 0.5451 -1.4648 -0.6715
C 0.130780 2.305512 0.076436 0.3706 0.4965 0.3386
C 0.144429 1.250415 -1.058542 -0.2857 0.6899 0.6000
N 1.343913 0.409620 -0.853492 1.0941 0.4749 -1.1128
O 1.497634 -0.611899 -1.882879 1.5985 2.1101 0.2440
C 0.278598 2.073520 -2.370805 -0.2341 -0.7398 0.3388
C -1.180700 0.497782 -0.983662 -0.7904 -0.8026 -0.9378
C 1.124277 -1.452460 0.841669 0.3683 -0.0593 1.0105
H 3.572121 -0.560992 1.568006 -0.3870 0.1343 0.1824
H 3.754745 0.602942 0.298713 0.1124 -0.0809 -0.1083
H 3.596823 -1.137188 -0.040158 -0.5088 0.0766 -0.3366
H 2.260113 1.574629 1.895791 0.1726 -0.2507 0.2856
H 1.207039 0.190864 2.521977 0.6836 0.3178 0.4458
H -0.069956 2.420836 2.287412 0.1313 0.2020 -0.1140
H -0.695693 1.014450 1.423520 -0.0911 -0.0283 0.5669
H 0.978091 2.972901 -0.120041 -0.0671 0.1972 0.2674
H -0.807397 2.862685 0.047134 0.1605 0.2338 -0.6687
H 0.140070 1.511145 -3.297572 0.0700 -0.4416 0.2157
H 1.279481 2.500565 -2.375268 -0.2387 0.4753 -0.0711
H -0.529876 2.805711 -2.385863 0.2542 0.2979 0.0943
H -1.172892 -0.430304 -0.411874 0.3180 0.0482 -0.0344
H -1.509687 0.256611 -1.998799 0.1009 -0.3092 0.0395
H -2.047419 1.041691 -0.602596 0.4022 0.5395 0.1564
H 0.048374 -1.513604 1.017423 -0.0509 0.1003 -0.1942
H 1.633331 -1.773123 1.760381 -0.4145 0.4196 0.2497
H 1.463426 -2.295370 0.237298 -0.2975 0.6076 -1.0128
C 0.106272 3.934436 -7.475396 -1.8768 -1.2280 1.2797
C 0.237259 4.385577 -5.973931 2.4410 -1.1822 -2.8304
C 1.728433 4.680859 -5.733494 -1.3739 0.7319 0.3823
O 1.780128 6.019512 -6.217788 0.8435 0.6040 0.1761
C 0.569556 6.599321 -6.076692 0.0006 -0.4157 -1.3687
O 0.315768 7.730460 -6.317041 0.1223 0.3222 0.4988
O -0.356329 5.646684 -5.843178 -1.0503 -0.1658 1.4005
H -0.862120 3.421004 -7.546048 -0.1243 0.1766 0.0237
H 0.775774 3.093762 -7.655561 0.4988 0.4689 -0.4084
H 0.005783 4.703713 -8.235083 0.8587 0.2283 0.1322
H -0.005578 3.514027 -5.369387 -1.1154 0.7263 0.6149
H 2.357275 4.029034 -6.327850 0.3167 0.1131 0.2411
H 1.930589 4.725476 -4.659375 0.4419 -0.3845 -0.1073
C -7.930631 1.564778 -1.230385 0.6788 0.7727 -0.1455
C -6.586542 2.210832 -0.792794 -1.5898 -0.6626 0.7810
C -5.419628 1.274386 -0.532939 0.1735 -0.7344 -1.2388
O -4.389630 1.875731 -1.315154 1.4232 -0.1737 0.4189
C -4.856259 2.846724 -2.099916 0.8390 -0.0783 -1.4341
O -4.235731 3.388204 -2.976260 -0.2880 -0.2204 0.9641
O -6.134631 3.043040 -1.841567 -0.9665 0.8033 -0.1722
H -8.584364 2.417807 -1.414860 -0.3456 -0.1958 0.2348
H -8.344864 0.888595 -0.486077 0.0212 0.1555 0.1672
H -7.883296 1.039597 -2.184813 0.4587 -0.1100 0.0745
H -6.794675 2.836946 0.079901 0.0807 0.0768 -0.0677
H -5.596159 0.298348 -0.996447 -0.0797 -0.0462 0.2989
H -5.040039 1.113508 0.473701 -0.3379 0.3539 0.1230
C 1.641768 6.620364 1.255592 -0.5683 -0.7427 -0.5739
C 1.812391 5.537184 2.305587 1.5799 1.0022 0.3275
C 3.024294 4.610887 2.109291 -2.2355 -0.8673 -0.5300
O 3.293572 4.169069 3.463104 0.0771 0.6012 -0.6932
C 2.783924 5.130633 4.281880 -0.0962 0.4628 0.1320
O 2.763922 5.114311 5.467438 0.4283 -0.4023 0.1120
O 2.261114 6.134775 3.546227 -0.5735 0.2310 0.2438
H 1.019806 7.452168 1.578934 0.2829 0.0658 0.3575
H 1.093531 6.217005 0.398370 0.0494 -0.2181 0.0358
H 2.596726 6.946286 0.847933 0.0559 0.2557 0.3395
H 0.909053 4.986564 2.570986 -0.1402 -0.0771 -0.4401
H 3.814980 5.103720 1.551100 0.4845 -0.0048 0.5994
H 2.634618 3.770914 1.533249 0.6271 -0.3491 0.0226
C -4.335285 -4.555207 2.985324 -0.7078 -0.5141 -0.9310
C -3.833512 -3.136094 2.841938 -0.2057 0.3328 1.0926
C -2.389073 -2.923898 2.337626 0.1184 1.0325 -0.6328
O -2.584763 -2.235484 1.082435 -0.4700 -0.6141 -0.6135
C -3.911848 -2.167448 0.792126 -0.0716 -0.9475 -1.0470
O -4.373146 -1.983128 -0.291020 0.3975 0.7864 0.2890
O -4.656205 -2.479289 1.857568 0.3909 -0.1541 0.5222
H -3.929428 -5.166833 3.787581 0.3440 0.2951 0.0579
H -4.261101 -5.098823 2.037895 0.5122 -0.0032 0.0326
H -5.420479 -4.532749 3.109100 0.0532 0.2583 0.3756
H -4.032934 -2.616199 3.780596 0.2599 0.1045 0.0043
H -1.834934 -3.856763 2.218741 -0.1661 -0.0131 -0.3204
H -1.723403 -2.181878 2.788656 -0.3959 -0.4922 1.1698
C -0.732093 -3.979712 -1.571360 0.1859 0.7276 0.6903
C -1.040817 -2.740840 -2.440316 0.4574 -1.0497 -0.1343
C -0.300292 -2.696997 -3.773319 1.9159 -2.5169 0.1279
O -1.263873 -2.813258 -4.810460 0.3056 0.9914 0.1405
C -2.463098 -2.967579 -4.239285 -0.8860 -0.0813 -0.2416
O -3.474606 -3.146041 -4.845173 0.1535 0.0401 0.1233
O -2.383440 -2.921076 -2.899592 -0.4560 0.6643 0.3816
H -1.618000 -4.210213 -0.977104 -0.1899 -0.1258 -0.3156
H 0.006091 -3.750483 -0.797822 0.3009 0.1093 -0.3030
H -0.388032 -4.855802 -2.117972 -0.2110 0.0419 -0.1903
H -0.834762 -1.842021 -1.864633 -0.7717 0.0818 -0.0835
H 0.240319 -3.652795 -3.821923 0.1131 0.0165 -0.0491
H 0.530791 -2.008996 -3.911077 -0.8515 0.9496 -0.1760
C 2.819129 -5.905909 0.841366 0.0494 0.3337 0.2688
C 3.684485 -4.646239 0.928603 0.3915 -0.9868 -0.7736
C 4.988331 -4.795522 1.659966 0.6981 -0.9155 2.6007
O 6.063615 -4.525992 0.768227 -0.2697 0.0740 0.1783
C 5.543291 -4.323800 -0.463197 1.1536 0.4682 0.6656
O 6.210210 -4.082423 -1.424851 -0.8323 -0.3073 0.2002
O 4.223412 -4.383595 -0.358048 -1.6345 0.6684 -2.4856
H 2.470886 -6.133777 1.850510 -0.1542 -0.0623 -0.0542
H 3.339829 -6.779718 0.449768 0.3197 0.1648 0.0670
H 1.971601 -5.728484 0.178443 -0.0910 0.0916 0.1300
H 3.053118 -3.818465 1.254168 0.2975 0.2048 -0.0469
H 5.125166 -5.808296 2.054634 -0.1017 -0.1185 -0.3240
H 5.047561 -4.199191 2.571633 0.1613 0.4548 -0.3768
C 0.635205 -1.781691 7.125829 -0.5753 -0.6254 -0.3398
C 0.757450 -2.571061 5.831951 1.1463 0.1252 -0.8027
C 1.171648 -1.692681 4.603079 -1.0033 0.5393 2.2231
O 2.093631 -2.477753 3.936367 0.4499 -0.0064 -1.9848
C 2.431607 -3.560488 4.619294 0.2264 -0.9001 1.4129
O 3.162070 -4.432791 4.258062 -0.1996 0.4681 -0.2168
O 1.844450 -3.524532 5.841497 -0.1516 -0.1453 0.0684
H 0.652165 -2.360531 8.048457 -0.0050 -0.4450 -0.2771
H -0.372007 -1.364196 7.059214 0.2273 0.6214 0.2761
H 1.428076 -1.043737 7.225338 -0.1864 0.2241 -0.2166
H -0.121802 -3.128945 5.499664 -0.2412 -0.0149 0.7048
H 1.647813 -0.778850 4.966125 -0.0060 0.0834 -0.2968
H 0.271556 -1.464145 4.033865 0.3393 0.0394 -0.4833